[1]
{"formula": "AgCl3", "method": "ωB97M-V with the def2-TZVPD basis set", "de_lowest_kj_mol": 306.8, "mol_weight_g_mol": 214.23, "total_charge": -2, "orbital_gap_ev": 4.52, "homo_energy_ev": -2.176, "largest_force_ev_per_a": 0.8, "species": ["Ag", "Cl", "Cl", "Cl"], "coordinates": [[-0.9023, 0.2266, -0.7591], [2.5506, -0.6869, -3.4003], [-2.2684, 3.2451, 1.8723], [0.6200, -2.7848, 2.2871]], "forces_ev_per_angstrom": [[0.5, 0.0, 0.6], [-0.4, 0.2, 0.1], [0.1, -0.3, -0.4], [-0.2, 0.1, -0.2]]}

=====

[2]
{"formula": "AgH16O8", "method": "ωB97M-V with the def2-TZVPD basis set", "de_lowest_kj_mol": 26.2, "mol_weight_g_mol": 251.99, "total_charge": 1, "orbital_gap_ev": 9.55, "homo_energy_ev": -13.164, "largest_force_ev_per_a": 3.3, "species": ["Ag", "O", "O", "O", "O", "O", "O", "O", "O", "H", "H", "H", "H", "H", "H", "H", "H", "H", "H", "H", "H", "H", "H", "H", "H"], "coordinates": [[3.6341, 2.6478, -12.9622], [3.9955, 2.0506, -10.1868], [4.6437, 3.7951, -14.9444], [5.3268, 4.7553, -12.1539], [2.0828, 4.4738, -13.2623], [3.8491, -0.6791, -12.1727], [1.9906, 1.3545, -11.7040], [6.1435, 1.8100, -12.6803], [3.5607, 0.8750, -14.3968], [4.5915, -0.8037, -11.6069], [4.5949, 1.3229, -9.9973], [3.7692, 0.1591, -13.8021], [2.4235, 1.5193, -10.8412], [5.8932, 4.0438, -12.4937], [3.4475, 0.0652, -11.7591], [5.3481, 3.3848, -15.4559], [3.8342, 3.7914, -15.5230], [2.6839, 0.8753, -14.7140], [4.2604, 2.8189, -9.7596], [1.3507, 4.2866, -13.8599], [5.0688, 4.5113, -11.2965], [6.1819, 0.9847, -13.2478], [2.5135, 5.2367, -13.6702], [6.4593, 1.2940, -11.8885], [1.1415, 1.7200, -11.4522]], "forces_ev_per_angstrom": [[0.3, 0.7, 0.3], [-0.8, -2.2, -1.4], [-1.3, 0.2, -0.7], [0.4, 0.2, -2.0], [-0.1, 0.2, -0.4], [0.2, -0.5, -0.7], [-0.2, 0.3, 1.1], [0.7, -3.2, 0.5], [1.9, 1.0, -0.6], [1.2, -0.9, 0.4], [0.2, 0.4, 0.4], [-0.5, -1.0, 0.4], [0.4, -0.1, -0.4], [-0.1, 0.3, 0.2], [-1.3, 0.9, 0.2], [-0.1, 0.0, -0.2], [1.4, 0.0, 0.6], [-1.5, -0.7, -0.4], [0.9, 2.0, 1.5], [-0.2, 0.0, 0.1], [-0.3, -0.4, 1.8], [-0.3, 1.7, -0.2], [0.2, 0.1, 0.3], [-0.2, 1.5, -0.4], [-0.9, 0.0, -0.6]]}

=====

[3]
{"formula": "AlBH16O6", "method": "ωB97M-V with the def2-TZVPD basis set", "mol_weight_g_mol": 149.92, "total_charge": 2, "orbital_gap_ev": 4.17, "homo_energy_ev": -18.145, "largest_force_ev_per_a": 7.6, "species": ["Al", "O", "O", "O", "O", "O", "O", "B", "H", "H", "H", "H", "H", "H", "H", "H", "H", "H", "H", "H", "H", "H", "H", "H"], "coordinates": [[-0.1464, -0.1062, 1.0106], [2.1090, -1.9217, 0.2395], [0.3748, 2.8280, 1.0657], [1.8417, 0.7495, -1.0126], [-2.9914, -0.7022, 0.6336], [1.3042, -1.6014, 3.1520], [-0.2853, -1.6564, -1.5090], [-1.5466, 1.4658, -1.5365], [-3.6201, -0.5383, 1.3365], [-1.0743, -1.9590, -1.9587], [2.2540, -1.7201, 3.1606], [2.9267, -1.6523, -0.1789], [-1.6448, 1.9491, -0.5768], [0.5911, 3.5701, 0.5011], [1.5546, 0.5540, -1.9046], [2.2210, -2.8578, 0.4048], [0.4310, -2.1196, -1.9433], [-1.8998, 2.0639, -2.3622], [0.9992, -2.0491, 3.9411], [-0.4960, 1.3523, -1.7548], [2.1464, 1.6561, -1.0518], [-2.0000, 0.4875, -1.4960], [0.4811, 3.1645, 1.9555], [-3.5299, -0.9566, -0.1157]], "forces_ev_per_angstrom": [[0.4, 0.0, -2.4], [-0.7, 0.5, 0.1], [-0.2, -1.1, 0.4], [-0.6, -0.3, 0.7], [1.1, 0.2, 0.5], [-0.7, 0.5, -0.8], [0.0, 0.9, 0.7], [-2.0, -3.5, 6.5], [-0.2, 0.1, 0.4], [-0.6, -0.1, -0.1], [0.5, 0.1, -0.2], [0.3, 0.4, -0.2], [-0.8, 2.1, 3.1], [0.1, 0.2, -0.5], [-0.1, -0.3, -0.5], [-0.1, -0.5, 0.2], [0.5, -0.3, 0.0], [-0.1, 3.0, -5.1], [-0.4, -0.1, 0.4], [5.6, 0.8, -3.1], [0.3, 0.4, 0.2], [-2.4, -3.1, -0.4], [0.1, 0.2, 0.4], [0.0, -0.1, -0.5]]}

=====

[4]
{"formula": "AlH2O", "method": "ωB97M-V with the def2-TZVPD basis set", "de_lowest_kj_mol": 40.1, "mol_weight_g_mol": 45.00, "total_charge": 3, "orbital_gap_ev": 6.22, "homo_energy_ev": -31.981, "largest_force_ev_per_a": 4.8, "species": ["Al", "O", "H", "H"], "coordinates": [[-9.3868, -24.3218, 17.1577], [-9.1842, -22.0964, 17.1641], [-9.9250, -21.4968, 17.0759], [-8.4292, -21.5256, 17.3074]], "forces_ev_per_angstrom": [[0.4, 3.5, 0.1], [-0.7, -4.7, -0.5], [-2.4, 0.7, -0.2], [2.6, 0.5, 0.6]]}

=====

[5]
{"formula": "AlH4O2", "method": "ωB97M-V with the def2-TZVPD basis set", "de_lowest_kj_mol": 211.9, "mol_weight_g_mol": 63.01, "total_charge": 3, "orbital_gap_ev": 1.93, "homo_energy_ev": -24.055, "largest_force_ev_per_a": 2.0, "species": ["Al", "O", "O", "H", "H", "H", "H"], "coordinates": [[-11.6405, 6.0774, -11.1264], [-6.7133, 6.5511, -9.6521], [-13.3336, 9.7804, -14.2276], [-6.0400, 7.2314, -9.6644], [-6.3001, 5.8125, -9.2048], [-13.8619, 9.5260, -14.9841], [-12.9389, 10.6151, -14.4802]], "forces_ev_per_angstrom": [[-0.2, -0.2, 0.1], [-1.5, 0.1, -0.6], [0.3, -0.9, 1.4], [1.2, 1.5, -0.1], [0.7, -1.6, 0.9], [-1.2, -0.6, -1.4], [0.8, 1.7, -0.2]]}

=====

[6]
{"formula": "AlH6O3", "method": "ωB97M-V with the def2-TZVPD basis set", "de_lowest_kj_mol": 370.0, "mol_weight_g_mol": 81.03, "total_charge": 3, "orbital_gap_ev": 4.92, "homo_energy_ev": -26.461, "largest_force_ev_per_a": 3.0, "species": ["Al", "O", "O", "O", "H", "H", "H", "H", "H", "H"], "coordinates": [[-1.4120, 0.0779, -0.4261], [1.1898, -0.3485, -1.4838], [-0.2554, -2.2179, 0.4136], [-1.0516, 2.4855, 0.9267], [0.1342, -2.4627, 1.2947], [1.6181, 0.1556, -2.2336], [0.0138, -2.9315, -0.2193], [-1.7157, 3.2313, 0.9141], [1.9403, -0.6437, -0.8997], [-0.4617, 2.6541, 1.7134]], "forces_ev_per_angstrom": [[2.7, -0.4, 1.3], [-0.5, -0.1, -0.2], [-0.6, 0.3, -0.3], [0.2, -0.1, -0.9], [-0.3, 0.6, -0.3], [-0.4, 0.0, 0.5], [-0.3, 0.5, 0.1], [0.0, -0.7, 0.1], [-0.5, 0.5, 0.0], [-0.5, -0.6, -0.1]]}